No. 1
DFT (ωB97M-V/def2-TZVPD) results for a structure of composition C6H12F6LiNO8S2.

```
36
C6H12F6LiNO8S2, DFT ωB97M-V/def2-TZVPD
C 9.408 -22.522 -29.248
H 12.836 -23.454 -29.262
Li 11.788 -22.220 -26.946
H 14.280 -24.241 -28.803
O 13.048 -19.805 -25.515
C 9.030 -22.805 -25.456
H 13.589 -24.627 -26.874
C 13.562 -23.492 -28.447
H 8.685 -22.625 -28.447
C 13.708 -21.792 -23.984
O 10.298 -22.766 -23.173
N 11.332 -21.575 -25.171
F 8.253 -23.652 -24.805
C 9.480 -23.791 -29.998
C 14.291 -22.185 -28.271
F 14.161 -22.417 -25.106
O 13.352 -21.171 -27.850
F 14.724 -21.171 -23.449
F 9.841 -23.531 -26.273
H 9.067 -21.711 -29.895
S 12.424 -20.576 -24.486
H 15.042 -22.297 -27.484
H 10.144 -23.782 -30.871
O 11.994 -19.916 -23.307
F 13.234 -22.711 -23.191
H 13.853 -20.360 -27.719
H 11.274 -21.882 -29.352
O 9.229 -20.712 -23.914
F 8.283 -22.017 -26.224
H 10.187 -25.575 -29.640
H 14.793 -21.893 -29.198
O 9.844 -24.846 -29.118
O 13.006 -23.941 -27.204
O 10.659 -22.121 -28.653
S 10.046 -21.845 -24.230
H 8.467 -23.964 -30.396
```

## Properties
**Energy above the lowest of the compared OMol25 structures with the same formula, charge and spin**: 0.000 eV
**DFT total energy**: -62467.278 eV
**Frontier orbital gap**: 9.52 eV
**Net charge**: 0

No. 2
DFT (ωB97M-V/def2-TZVPD) results for a structure of composition C6H12F6O14S3Zn.

```
42
C6H12F6O14S3Zn, DFT ωB97M-V/def2-TZVPD
F -0.861 4.792 -0.516
H -2.726 -1.711 2.202
F 5.315 2.588 -0.662
O -1.307 -1.607 -1.311
S -1.212 2.169 -0.697
O 2.286 0.329 -0.467
O -1.187 -0.475 2.758
F -0.065 3.721 1.151
H -3.745 -1.484 4.637
H -2.069 -2.040 -0.924
O 4.273 0.170 0.977
H -1.678 -2.299 3.525
H -1.258 0.115 -3.250
H -0.291 -2.743 -2.731
O -3.948 0.188 3.551
S 1.250 -2.774 0.483
S 3.754 0.434 -0.346
H 1.156 0.140 -3.540
O 0.514 -4.028 0.601
O 2.497 -2.797 1.204
O -0.384 1.030 -0.331
O -2.459 2.282 0.036
C -2.175 -1.411 3.101
H -0.507 -0.932 -4.457
F 0.948 3.591 -0.776
O 1.500 -2.400 -0.945
F 3.380 2.700 -1.693
H -0.645 -0.820 2.004
H -2.425 -0.276 4.879
O 0.444 -1.613 0.949
Zn 0.566 -0.652 -0.813
O 4.500 -0.158 -1.437
C -0.232 3.663 -0.171
H -3.366 0.861 3.169
O -1.342 2.349 -2.143
O 0.714 -0.372 -2.861
C -0.580 -0.735 -3.380
F 3.503 2.996 0.452
H -2.007 -2.324 -3.136
C 4.013 2.304 -0.577
C -1.080 -1.989 -2.667
C -3.067 -0.783 4.151
```

## Properties
**Energy above the lowest of the compared OMol25 structures with the same formula, charge and spin**: 0.000 eV
**DFT total energy**: -132314.508 eV
**Frontier orbital gap**: 6.74 eV
**Net charge**: -2

No. 3
DFT (ωB97M-V/def2-TZVPD) results for a cluster of 2 separate species, C6H12FN in total.

```
20
C6H12FN, DFT ωB97M-V/def2-TZVPD
C -0.366 -1.214 -0.772
C -1.412 -1.428 0.318
H 2.672 0.591 -0.904
C -1.879 0.017 0.648
H -2.327 -1.870 -0.193
N -1.104 0.890 -0.173
H 2.062 0.768 0.873
H 3.710 1.407 0.103
C 2.930 0.599 0.137
H 0.553 -1.512 -0.234
H -1.109 -1.912 1.163
H -2.893 0.282 0.656
H -2.170 2.376 0.546
F 0.532 0.823 -1.805
H -1.494 0.146 1.669
C -1.234 2.173 0.097
H -0.564 -1.823 -1.699
C -0.494 0.173 -1.098
H 3.516 -0.314 0.222
H -0.647 2.961 -0.385
```

## Properties
**Energy above the lowest of the compared OMol25 structures with the same formula, charge and spin**: 3.519 eV
**DFT total energy**: -10620.644 eV
**Frontier orbital gap**: 7.65 eV
**Net charge**: 0

No. 4
DFT (ωB97M-V/def2-TZVPD) results for a structure of composition C6H12FNO3.

```
23
C6H12FNO3, DFT ωB97M-V/def2-TZVPD
H -1.894 -1.357 -1.823
H 1.996 1.796 -2.019
H -2.762 -0.916 -0.590
C -0.308 -0.387 1.008
H -1.667 0.472 2.217
H -2.160 -1.054 1.741
H 3.207 2.746 -2.163
O 2.456 -0.248 -2.868
C -1.800 -1.316 -0.782
H -1.324 -2.268 -0.274
H 0.088 1.722 0.874
O 0.339 -1.684 1.006
H 1.090 -1.450 0.401
O 2.451 2.590 -1.587
C 0.671 0.772 1.245
C -0.965 -0.177 -0.298
C -1.415 -0.494 2.093
H -1.126 -0.849 3.046
H 1.495 0.714 0.651
H 0.868 0.738 2.362
F -1.330 1.043 -0.574
C 1.472 -0.231 -2.255
N 0.617 -0.162 -1.409
```

## Properties
**Energy above the lowest of the compared OMol25 structures with the same formula, charge and spin**: 0.927 eV
**DFT total energy**: -16763.924 eV
**Frontier orbital gap**: 10.39 eV
**Net charge**: 0

No. 5
DFT (ωB97M-V/def2-TZVPD) results for a structure of composition C6H12FO6Rb.

```
26
C6H12FO6Rb, DFT ωB97M-V/def2-TZVPD
H 17.994 -13.645 -20.975
O 17.295 -15.105 -19.758
O 17.666 -5.810 -18.580
H 20.665 -3.503 -17.681
H 18.423 -7.739 -18.878
C 15.734 -17.553 -18.052
O 18.618 -4.115 -17.609
O 19.859 -5.987 -17.723
H 19.022 -15.055 -20.954
F 16.177 -10.112 -25.461
O 16.332 -16.303 -18.428
C 17.981 -14.734 -20.917
H 16.554 -18.260 -18.178
H 16.647 -7.683 -18.728
C 19.698 -3.309 -17.217
O 17.651 -17.360 -20.084
C 18.802 -5.305 -17.968
Rb 15.768 -5.304 -25.577
H 19.615 -3.242 -16.132
H 19.372 -2.345 -17.607
C 17.155 -16.356 -19.519
H 14.955 -17.618 -18.812
H 17.443 -15.096 -21.794
H 15.483 -17.358 -17.009
H 17.424 -7.143 -20.141
C 17.532 -7.138 -19.056
```

## Properties
**Energy above the lowest of the compared OMol25 structures with the same formula, charge and spin**: 3.238 eV
**DFT total energy**: -22070.297 eV
**Frontier orbital gap**: 4.16 eV
**Net charge**: 0

No. 6
DFT (ωB97M-V/def2-TZVPD) results for a structure of composition C6H12I3N2O.

```
24
C6H12I3N2O, DFT ωB97M-V/def2-TZVPD
H 2.038 1.291 0.047
I -4.299 2.321 -0.053
H -0.957 0.269 -2.830
H 1.437 1.154 2.553
I -4.402 -2.165 -1.077
H -1.400 1.662 -0.190
N -1.732 1.124 -1.025
H 0.690 2.289 0.375
C 0.941 1.221 0.065
H 1.363 -0.496 2.520
I -3.604 -0.707 2.038
C 0.725 0.331 2.263
H -3.413 1.018 -2.265
C 0.647 0.617 -1.416
N -1.650 -1.465 -0.094
H -0.066 0.312 2.966
H -1.478 -2.289 -0.691
H -0.957 -1.270 0.643
C -0.806 0.590 -1.786
C -2.920 -1.240 0.079
C -3.015 1.181 -1.282
H 0.847 -0.473 -1.088
O 0.267 0.353 0.918
H 1.187 0.991 -2.203
```

## Properties
**Energy above the lowest of the compared OMol25 structures with the same formula, charge and spin**: 2.037 eV
**DFT total energy**: -35735.232 eV
**Frontier orbital gap (alpha / beta)**: 6.27 / 6.27 eV
**Net charge**: +1

No. 7
DFT (ωB97M-V/def2-TZVPD) results for a structure of composition C6H12KO3Si.

```
23
C6H12KO3Si, DFT ωB97M-V/def2-TZVPD
C 0.970 1.226 -1.369
C -1.979 -1.579 -0.527
H 3.718 -1.706 0.109
H -2.485 1.806 -0.656
H 0.758 -1.315 1.103
Si -0.885 -0.110 -0.176
H -0.514 -0.832 2.181
O 0.175 0.135 -1.466
H -1.379 -2.466 -0.387
H -2.390 -1.566 -1.525
H -1.327 2.174 0.681
H -2.786 -1.574 0.195
O 2.266 1.034 -1.093
H -2.696 1.084 0.922
O 0.550 2.344 -1.543
C 3.421 -0.686 -0.021
H 2.580 -0.942 -1.897
C -1.941 1.415 0.193
K -3.406 1.960 2.621
C 2.726 -0.285 -1.059
H 0.773 0.326 1.647
C 0.113 -0.486 1.365
H 3.738 0.044 0.701
```

## Properties
**DFT total energy**: -36757.346 eV
**Frontier orbital gap**: 8.17 eV
**Net charge**: +1

No. 8
DFT (ωB97M-V/def2-TZVPD) results for the ion C6H12N with charge +1.

```
19
C6H12N, DFT ωB97M-V/def2-TZVPD
C -1.050 -1.789 0.169
H -1.515 -2.120 -0.754
H -0.649 2.197 -1.851
H -0.948 0.731 1.947
N 0.451 0.348 0.369
C 0.241 1.479 -1.803
H -1.304 1.761 0.452
H 1.039 1.982 -1.382
C -0.969 -0.397 -0.151
C 1.317 -0.253 1.362
C 0.205 0.106 -0.988
C -0.899 0.774 0.764
H 0.828 -1.077 1.872
H 0.399 1.350 -2.838
H -1.672 -2.086 1.011
H 2.280 -0.578 0.806
H 1.480 0.548 2.140
H 0.021 -2.258 0.318
H 0.745 -0.718 -1.443
```

## Properties
**Energy above the lowest of the compared OMol25 structures with the same formula, charge and spin**: 3.482 eV
**DFT total energy**: -7896.580 eV
**Frontier orbital gap**: 10.96 eV
**Structure (SMILES)**: C[C@@H]1[C@]2(C)C[N@+]12C
**Net charge**: +1

Repeat the seventh record exactly.
DFT (ωB97M-V/def2-TZVPD) results for a structure of composition C6H12KO3Si.

```
23
C6H12KO3Si, DFT ωB97M-V/def2-TZVPD
C 0.970 1.226 -1.369
C -1.979 -1.579 -0.527
H 3.718 -1.706 0.109
H -2.485 1.806 -0.656
H 0.758 -1.315 1.103
Si -0.885 -0.110 -0.176
H -0.514 -0.832 2.181
O 0.175 0.135 -1.466
H -1.379 -2.466 -0.387
H -2.390 -1.566 -1.525
H -1.327 2.174 0.681
H -2.786 -1.574 0.195
O 2.266 1.034 -1.093
H -2.696 1.084 0.922
O 0.550 2.344 -1.543
C 3.421 -0.686 -0.021
H 2.580 -0.942 -1.897
C -1.941 1.415 0.193
K -3.406 1.960 2.621
C 2.726 -0.285 -1.059
H 0.773 0.326 1.647
C 0.113 -0.486 1.365
H 3.738 0.044 0.701
```

## Properties
**DFT total energy**: -36757.346 eV
**Frontier orbital gap**: 8.17 eV
**Net charge**: +1